Entry 1:
Here is a cluster of 2 separate species, C18H23NO5 in total from the OMol25 dataset. Energies are from ωB97M-V/def2-TZVPD.

Geometry as XYZ:
```
47
Properties=species:S:1:pos:R:3:mulliken_charge:R:1
C -4.01050 1.86933 0.05552 -1.32
C -4.05768 0.36515 -0.16286 1.49
C -5.49171 -0.13126 -0.33992 -1.69
O -3.32362 -0.01864 -1.35445 -0.36
C -1.97188 0.22134 -1.30962 0.17
O -1.34403 0.38335 -2.33816 -0.65
C -1.36361 0.24063 0.03861 0.66
C -0.08797 0.67236 0.23421 -0.02
C 0.45121 0.93964 1.56930 -0.12
C -0.27799 1.69993 2.52249 -0.11
C 0.29661 2.04013 3.75122 -0.89
C 1.57747 1.57562 4.08907 -0.35
C 2.28747 0.78228 3.17728 -0.90
C 1.73568 0.49935 1.92438 0.19
C -2.16847 -0.37105 1.13556 0.21
O -1.68822 -0.88949 2.12011 -0.59
O -3.52716 -0.37152 0.96516 -0.35
H -2.98903 2.23506 0.21484 0.22
H -4.44034 2.36368 -0.82679 0.36
H -4.62739 2.12579 0.92745 0.40
H -5.48810 -1.21909 -0.44438 0.40
H -6.08591 0.14533 0.53719 0.38
H -5.93098 0.32464 -1.23130 0.40
H 0.43516 1.06210 -0.62967 0.59
H -1.27672 2.04614 2.25495 0.31
H -0.27005 2.67236 4.43586 0.38
H 2.00755 1.82075 5.06518 0.35
H 3.28261 0.39471 3.42701 0.39
H 2.26754 -0.07444 1.15777 0.33
O 3.32949 1.06731 -0.80797 -0.42
C 3.95465 -0.06083 -1.41576 -0.85
C 3.07412 -1.27347 -1.14582 -0.10
C 3.14046 -2.34258 -2.23713 -0.69
C 1.69636 -2.84377 -2.43462 -0.65
C 0.78991 -1.82652 -1.72576 -0.36
N 1.65438 -0.85733 -1.02895 -0.11
H 3.90761 1.83741 -0.90675 0.28
H 4.03465 0.11517 -2.50431 0.43
H 4.95351 -0.24351 -0.98119 0.34
H 3.38604 -1.69454 -0.17306 0.41
H 3.47485 -1.86340 -3.16772 0.26
H 3.84680 -3.13991 -1.98786 0.37
H 1.42876 -2.88660 -3.49314 0.30
H 1.56613 -3.83673 -2.00189 0.27
H 0.14912 -1.28615 -2.44310 0.17
H 0.11644 -2.30760 -1.00067 0.19
H 1.57678 0.03886 -1.51033 0.28
```

Properties
SMILES: CC1(C)OC(=O)C(=Cc2ccccc2)C(=O)O1.OC[C@@H]1CCCN1
Highest occupied orbital energy (eV): -8.85
Relative energy (zero: lowest compared OMol25 entry of this formula, charge and spin) (kJ/mol): 279.7
Net charge: 0



Entry 2:
Here is a structure of composition C18H24Cl45N3OPS from the OMol25 dataset. Energies are from ωB97M-V/def2-TZVPD.

Geometry as XYZ:
```
93
Properties=species:S:1:pos:R:3:mulliken_charge:R:1
O -1.11903 5.42590 1.31877 -0.51
P -2.34676 4.97364 0.65962 0.37
N -2.72945 3.26524 0.90635 0.43
C -4.21465 3.24005 0.58261 -0.77
C -4.30669 2.60184 -0.82024 -0.19
N -3.20582 1.58564 -0.72191 -0.08
C -2.23251 2.34582 -0.00747 -0.21
N -1.01129 2.03108 -0.29094 0.27
S 0.34189 2.72963 0.53013 0.10
H -2.35050 5.22655 -0.73764 0.07
H -3.41176 5.73090 1.18961 0.14
H -4.68185 4.21927 0.41288 0.39
H -4.80878 2.74692 1.35587 0.26
H -5.26607 2.15358 -1.07245 0.45
H -3.91196 3.28427 -1.58212 0.09
H -3.57760 1.01933 0.05795 0.02
H -0.88176 1.31081 -1.00289 0.07
H 1.18218 3.18191 -0.51173 0.08
C 0.16928 3.70975 -3.73733 -0.29
Cl -1.34013 4.61583 -3.79023 -0.01
Cl 0.66317 3.50092 -2.01148 -0.09
Cl -0.00029 2.14271 -4.51295 -0.06
H 0.93536 4.27176 -4.25874 0.44
C 0.46532 2.69626 4.71822 0.25
Cl 2.19106 3.05069 4.76412 -0.05
Cl -0.33126 3.64417 3.46403 0.08
Cl 0.17740 0.97326 4.44324 -0.09
H 0.03476 2.96969 5.67180 -0.13
C -2.48301 -1.18120 -3.21485 0.03
Cl -0.83384 -1.01591 -2.57971 -0.15
Cl -2.66304 -2.69215 -4.08778 -0.06
Cl -3.65207 -1.05858 -1.89870 -0.08
H -2.66272 -0.36498 -3.90367 0.26
C 0.63247 -4.37798 -6.33080 -0.05
Cl 0.27562 -2.86118 -5.49558 -0.08
Cl 2.09562 -5.11515 -5.68076 -0.05
Cl -0.73575 -5.48707 -6.20634 -0.13
H 0.79670 -4.15795 -7.37775 0.31
C 5.75345 -5.83112 -3.80558 0.00
Cl 5.17367 -4.26678 -3.22088 -0.14
Cl 6.57060 -6.70834 -2.51608 -0.01
Cl 4.41748 -6.78094 -4.46516 -0.14
H 6.46639 -5.65241 -4.60034 0.30
C 3.43614 5.59354 0.06090 0.30
Cl 3.02907 4.86836 1.62105 -0.04
Cl 3.69472 7.32697 0.22924 -0.12
Cl 4.85618 4.81349 -0.63787 -0.12
H 2.60135 5.44077 -0.61167 0.02
C -3.92172 -0.27826 4.04842 -0.02
Cl -2.94680 -1.73520 4.17995 -0.11
Cl -3.06366 1.11178 4.71463 0.02
Cl -4.37409 0.01995 2.35299 -0.02
H -4.83129 -0.42469 4.61621 0.13
C -2.17535 4.56427 7.48760 0.02
Cl -0.52228 4.61064 8.10356 -0.12
Cl -2.44141 3.08877 6.54220 -0.09
Cl -3.34055 4.67552 8.80212 -0.12
H -2.31699 5.41487 6.83308 0.28
C 8.95772 -9.65887 -2.05591 0.32
Cl 8.67014 -8.73184 -0.57810 -0.11
Cl 9.69309 -8.63886 -3.29564 -0.09
Cl 9.96767 -11.06436 -1.72731 -0.13
H 8.00409 -10.00810 -2.42579 0.01
C -4.36143 7.41720 -4.14817 -0.07
Cl -3.69787 7.36169 -5.77621 -0.10
Cl -6.10505 7.64731 -4.18375 -0.11
Cl -3.94782 5.93148 -3.26365 -0.08
H -3.91610 8.25369 -3.62497 0.31
C -7.61765 -2.52610 4.17853 0.26
Cl -8.07473 -3.29575 5.69453 -0.11
Cl -7.41298 -0.78330 4.40351 -0.11
Cl -6.14282 -3.24821 3.52723 -0.09
H -8.41371 -2.68212 3.46622 0.07
C 6.99127 -11.69738 -5.43709 -0.01
Cl 6.63697 -10.19649 -4.57290 -0.06
Cl 8.44844 -12.45628 -4.79361 -0.10
Cl 5.61833 -12.80028 -5.34969 -0.12
H 7.16690 -11.45543 -6.47723 0.30
C 7.71761 -4.29072 0.50273 0.05
Cl 7.79974 -3.96775 2.23700 -0.13
Cl 8.74702 -3.16840 -0.39042 -0.13
Cl 8.16536 -5.95981 0.15072 -0.05
H 6.69507 -4.14078 0.17900 0.23
C 5.91587 4.63114 5.95126 -0.01
Cl 7.38098 5.60497 5.84282 -0.12
Cl 5.04194 4.97924 7.44417 -0.11
Cl 4.87930 4.90422 4.54588 -0.07
H 6.20225 3.58744 5.96206 0.29
C -10.15924 0.02585 1.16669 0.01
Cl -10.41636 0.88390 2.68344 -0.11
Cl -9.33480 1.05997 -0.00496 -0.12
Cl -9.24085 -1.46062 1.43430 -0.11
H -11.12550 -0.24311 0.75980 0.34
```

Properties
Highest occupied orbital energy (eV): -11.85
Net charge: +1



Largest force on an atom / eV Å⁻¹: 1.71; 4.22
DFT total energy / Eh: -1130.63936; -22387.54293
Gap between HOMO and LUMO / eV: 8.75; 8.37